1.
The following is a DFT calculation (ωB97M-V/def2-TZVPD) of a gas-phase ion, C6H10N (charge +1) at a distorted geometry.

Geometry as XYZ:
```
17
Properties=species:S:1:pos:R:3:lowdin_charge:R:1
C -2.3561 0.7189 0.3022 0.1259
C -1.2079 0.0264 0.0974 -0.3114
C -1.1005 -1.2859 -0.5422 -0.0339
C 0.0692 0.7948 0.2156 -0.0436
N 1.0276 1.0133 -1.0275 0.2923
C 1.4255 0.3354 -0.0521 -0.2742
C 2.3866 -0.4158 0.6175 0.0458
H -2.4217 1.7355 0.7610 0.0937
H -3.3637 0.4669 0.2833 0.0576
H -1.9538 -1.8686 -0.4640 0.0748
H -0.9631 -1.2206 -1.5832 0.0866
H -0.2712 -1.7486 0.0372 0.0978
H -0.0442 1.8222 0.6908 0.1730
H 1.2255 1.3382 -1.9749 0.1915
H 1.8221 -1.3451 0.9635 0.1527
H 2.4218 -0.0116 1.6570 0.1461
H 3.3036 -0.3554 0.0183 0.1253
```

Values from the calculation:
**Energy relative to the best compared isomer or geometry (same formula, charge and spin)**: 249.6 kJ/mol
**Total charge**: +1
**Molar mass**: 96.2 g mol⁻¹
**Gap between HOMO and LUMO**: 9.64 eV
**Highest occupied orbital energy**: -13.86 eV
**Total energy**: -7863.7610 eV

***

2.
The following is a DFT calculation (ωB97M-V/def2-TZVPD) of a gas-phase ion, C6H10N (charge +1) at a distorted geometry.

Geometry as XYZ:
```
17
Properties=species:S:1:pos:R:3:lowdin_charge:R:1
C -1.5425 -0.8097 0.1267 -0.0127
C -0.3184 -0.0503 -0.2242 -0.3562
C 0.9562 -0.7035 -0.7109 -0.1260
N 2.0660 -0.3209 0.1673 0.0943
C 1.4793 0.5587 1.0564 0.1189
C 0.0196 1.2474 0.9134 0.0282
C -0.4205 1.4175 -0.5026 -0.0769
H -2.2997 -0.7387 -0.7063 0.1236
H -1.9157 -0.3465 1.0567 0.1019
H -1.1761 -1.8245 0.3498 0.0949
H 0.8701 -1.8928 -0.4799 0.1799
H 0.9218 -0.7032 -1.8637 0.1737
H 2.9923 -0.7426 0.2580 0.1792
H 2.0352 0.6115 1.9750 0.1266
H -0.6696 1.3881 1.6480 0.0990
H 0.2225 1.8463 -1.2668 0.1326
H -1.3720 1.8382 -0.6729 0.1192
```

Values from the calculation:
**Energy relative to the best compared isomer or geometry (same formula, charge and spin)**: 209.0 kJ/mol
**Total charge**: +1
**Molar mass**: 96.2 g mol⁻¹
**Gap between HOMO and LUMO**: 9.29 eV
**Highest occupied orbital energy**: -14.03 eV
**Total energy**: -7864.1820 eV

***

3.
The following is a DFT calculation (ωB97M-V/def2-TZVPD) of a gas-phase ion, C6H10N (charge +1) at a distorted geometry.

Geometry as XYZ:
```
17
Properties=species:S:1:pos:R:3:lowdin_charge:R:1
C 1.6314 0.9221 -0.5067 -0.1013
C 0.7393 1.6607 0.0926 0.0628
C 1.5715 -0.6220 -0.5464 -0.0472
C -0.3688 1.3958 1.0407 -0.1474
C -0.6702 0.0755 0.4319 -0.2383
C -1.5834 -0.0439 -0.7193 -0.0349
N 0.4574 -0.9239 0.5286 0.0947
H 2.5644 1.4483 -0.8258 0.1350
H 1.3217 -0.9400 -1.5903 0.1422
H 2.4585 -1.1592 -0.1484 0.1349
H 0.1958 1.3998 2.0609 0.1680
H -1.1892 2.0767 1.1751 0.1233
H -1.0438 0.2719 -1.6301 0.1015
H -2.4178 0.7225 -0.7158 0.1234
H -2.0939 -1.0031 -0.7629 0.0939
H 0.2642 -1.9414 0.5155 0.1908
H 0.7750 -0.7554 1.5240 0.1984
```

Values from the calculation:
**Energy relative to the best compared isomer or geometry (same formula, charge and spin)**: 337.7 kJ/mol
**Total charge**: +1
**Molar mass**: 96.2 g mol⁻¹
**Gap between HOMO and LUMO (spin up / spin down)**: 8.58 / 8.46 eV
**Highest occupied orbital energy (spin up / spin down)**: -12.91 / -12.92 eV
**Total energy**: -7862.8477 eV

***

4.
The following is a DFT calculation (ωB97M-V/def2-TZVPD) of a gas-phase ion, C6H10N (charge +1) at a distorted geometry.

Geometry as XYZ:
```
17
Properties=species:S:1:pos:R:3:lowdin_charge:R:1
C 1.3940 -0.4195 0.3202 -0.2774
C 1.5883 -1.1675 1.3125 0.2005
C 1.4996 0.1739 -1.1835 0.0744
C 0.3350 0.4640 -0.3046 -0.3252
C -0.0646 1.8754 0.1826 -0.0162
C -1.0413 -0.6911 -0.4233 -0.0934
N -1.1104 -1.3818 0.7799 0.0968
H 2.0655 1.0593 -1.3588 0.1108
H 1.7196 -0.7074 -1.7733 0.1266
H -0.2010 1.9138 1.3338 0.1197
H -1.0926 2.1914 0.0049 0.0747
H 0.7868 2.6018 -0.1828 0.1358
H -0.6939 -1.4381 -1.3041 0.1888
H -1.8978 -0.0472 -0.5541 0.1185
H -1.7769 -2.1892 0.7329 0.2001
H -1.4956 -0.6745 1.4377 0.1855
H -0.0146 -1.5632 0.9800 0.0800
```

Values from the calculation:
**Energy relative to the best compared isomer or geometry (same formula, charge and spin)**: 537.2 kJ/mol
**Total charge**: +1
**Molar mass**: 96.2 g mol⁻¹
**Gap between HOMO and LUMO**: 9.87 eV
**Highest occupied orbital energy**: -14.67 eV
**Total energy**: -7860.7809 eV

***

5.
The following is a DFT calculation (ωB97M-V/def2-TZVPD) of a gas-phase ion, C6H10N (charge +1) at a distorted geometry.

Geometry as XYZ:
```
17
Properties=species:S:1:pos:R:3:lowdin_charge:R:1
C -3.1867 1.2959 0.1511 0.1469
C -2.5812 0.2938 -0.1207 -0.1446
C -1.8627 -0.9618 -0.3870 -0.1508
C -0.4549 -0.9929 0.0317 -0.0220
N 0.3191 -0.0181 0.2582 0.0841
C 1.7124 -0.0430 0.6000 -0.1807
C 2.5216 0.7083 -0.4531 -0.0223
H -3.6739 2.0816 0.7257 0.0653
H -1.8068 -1.1916 -1.4851 0.1623
H -2.5148 -1.7403 0.1805 0.1795
H -0.1818 -2.0490 0.3094 0.1831
H -0.0340 0.8895 -0.0284 0.1807
H 1.7446 0.4208 1.5924 0.1482
H 1.9300 -1.0627 0.7197 0.1145
H 3.5027 0.3722 -0.2527 0.0795
H 2.2120 0.2550 -1.4131 0.1029
H 2.3545 1.7424 -0.4286 0.0734
```

Values from the calculation:
**Energy relative to the best compared isomer or geometry (same formula, charge and spin)**: 144.6 kJ/mol
**Total charge**: +1
**Molar mass**: 96.2 g mol⁻¹
**Gap between HOMO and LUMO**: 9.83 eV
**Highest occupied orbital energy**: -14.38 eV
**Total energy**: -7864.8490 eV

***

6.
The following is a DFT calculation (ωB97M-V/def2-TZVPD) of a molecular structure, C6H10N at a distorted geometry.

Geometry as XYZ:
```
17
Properties=species:S:1:pos:R:3:lowdin_charge:R:1
C -1.7804 0.2619 -0.3722 0.0065
C -0.7197 0.7182 0.4450 -0.0814
C 0.7292 0.4246 -0.1768 -0.1754
C -0.2957 -1.9436 0.0637 -0.0486
C 1.9007 1.2320 0.2949 -0.0543
C 0.8920 -1.4320 0.2266 0.0224
N -2.6057 0.1532 -1.2508 0.3533
H -0.7994 1.7557 0.3387 0.1374
H -0.8982 0.4109 1.4118 0.1333
H 0.7385 0.3904 -1.2014 0.0932
H -0.6511 -2.9864 0.3289 0.1062
H -1.1379 -1.3909 -0.3702 0.0162
H -3.5775 -0.0480 -1.4376 0.1570
H 2.8301 0.8050 -0.0767 0.1063
H 1.9546 1.4294 1.3264 0.0796
H 1.6772 2.1069 -0.2169 0.0653
H 1.7432 -1.8874 0.6668 0.0827
```

Values from the calculation:
**Energy relative to the best compared isomer or geometry (same formula, charge and spin)**: 348.0 kJ/mol
**Total charge**: +1
**Molar mass**: 96.2 g mol⁻¹
**Gap between HOMO and LUMO**: 8.96 eV
**Highest occupied orbital energy**: -14.20 eV
**Total energy**: -7862.7419 eV